DFT (ωB97M-V with the def2-TZVPD basis set) results for 3 unconnected molecules or ions with the total composition C13H19N4O5.

net charge: +1

The geometry in XYZ format:
```
41
Properties=species:S:1:pos:R:3:nbo_charge:R:1
O -1.797 0.114 -2.395 -0.3874
C -1.049 -0.754 -2.455 0.9293
N -0.288 -1.712 -2.602 -0.5777
C 0.504 -2.081 -1.521 0.4353
C 0.021 -2.405 -0.267 -0.2591
C 0.913 -2.764 0.727 0.0157
C 0.377 -3.147 2.083 0.7594
O 0.630 -4.207 2.548 -0.4927
O -0.421 -2.235 2.630 -0.6787
C 2.278 -2.792 0.460 -0.2069
C 2.705 -2.485 -0.802 0.0906
N 1.820 -2.138 -1.755 -0.4389
H -1.039 -2.379 -0.075 0.2686
H 0.015 -1.359 2.501 0.5222
H 2.986 -3.055 1.227 0.2692
H 3.745 -2.507 -1.079 0.2510
H 2.142 -1.911 -2.687 0.4570
C -3.214 2.985 -6.430 0.5285
O -2.335 2.369 -6.997 -0.6213
N -3.287 3.128 -5.090 -0.4326
C -4.351 3.864 -4.438 -0.3995
C -2.243 2.509 -4.296 -0.4123
H -4.038 3.481 -6.969 0.1144
H -3.945 4.701 -3.867 0.1972
H -4.907 3.213 -3.760 0.1944
H -5.037 4.254 -5.186 0.2177
H -1.271 2.917 -4.581 0.2134
H -2.229 1.437 -4.484 0.2008
H -2.424 2.697 -3.241 0.1999
C 1.169 0.198 4.128 0.5468
O 1.320 -0.288 3.002 -0.7257
N 2.031 0.050 5.123 -0.3863
C 1.812 0.651 6.430 -0.4035
C 3.235 -0.742 4.903 -0.4203
H 0.292 0.807 4.386 0.1351
H 2.626 1.335 6.668 0.2114
H 1.765 -0.124 7.194 0.2130
H 0.876 1.204 6.431 0.2185
H 3.826 -0.308 4.097 0.2168
H 2.967 -1.761 4.624 0.2159
H 3.823 -0.760 5.815 0.2208
```

---

DFT (ωB97M-V with the def2-TZVPD basis set) results for 2 unconnected molecules or ions with the total composition C13H19NO3S at a distorted geometry.

net charge: 0

The geometry in XYZ format:
```
37
Properties=species:S:1:pos:R:3:nbo_charge:R:1
C -1.016 -3.097 -2.548 -0.4279
N 0.216 -2.360 -2.232 -0.2704
C 1.486 -3.063 -2.467 -0.4276
C 0.186 -1.112 -1.865 0.1603
H -0.744 -4.154 -2.639 0.2258
H -1.743 -2.964 -1.737 0.2483
H -1.466 -2.749 -3.492 0.2300
H 1.250 -4.129 -2.553 0.2224
H 1.969 -2.719 -3.396 0.2287
H 2.162 -2.887 -1.622 0.2598
H 1.131 -0.602 -1.659 0.2531
H -0.763 -0.563 -1.877 0.2261
C 4.633 1.235 0.901 -0.6203
C 3.548 0.188 0.845 -0.0617
O 2.358 0.778 1.417 -0.5397
C 1.215 0.023 1.349 0.7266
C 0.260 0.686 2.211 -0.8558
S -1.245 0.095 2.647 1.2743
C -2.348 1.134 1.636 -0.1280
C -2.514 0.774 0.297 -0.2668
C -3.330 1.547 -0.534 -0.2262
C -3.915 2.716 -0.037 -0.2314
C -3.698 3.107 1.289 -0.2040
C -2.903 2.316 2.129 -0.2445
O -1.571 0.451 4.050 -1.0094
O 1.098 -0.990 0.660 -0.7786
H 5.570 0.800 0.554 0.2030
H 4.388 2.084 0.259 0.2073
H 4.793 1.620 1.912 0.2191
H 3.346 -0.100 -0.193 0.1550
H 3.831 -0.693 1.436 0.1768
H 0.662 1.520 2.781 0.2324
H -1.987 -0.102 -0.079 0.1841
H -3.486 1.228 -1.568 0.1959
H -4.531 3.333 -0.698 0.2090
H -4.139 4.033 1.669 0.2124
H -2.700 2.616 3.156 0.2419
```

---

In the order shown, the computed orbital gap values come out to 6.468, 4.628 eV.
In the order shown, the computed relative energy (zero: lowest compared OMol25 entry of this formula, charge and spin) values come out to 0.0, 127.3 kcal/mol.
In the order shown, the computed DFT total energy values come out to -29980.9805, -32252.8190 eV.